This record from the Open Molecules 2025 dataset describes a cluster of 17 separate species, C34H105N15O17 in total in a non-equilibrium geometry. The level of theory is wB97M-V/def2-TZVPD.

Values from the calculation:
* energy: -94117.936 eV
* 2S+1: 1

Structure (XYZ):
```
171
Properties=species:S:1:pos:R:3:forces:R:3:lowdin_charge:R:1
C -2.1636 5.8296 -4.5518 -0.08 -0.09 2.99 -0.27
H 1.5505 2.1642 4.4346 -0.42 -0.43 -0.19 0.11
H 1.9292 2.0536 -0.5590 0.01 0.01 0.11 0.07
H 2.5911 -2.1567 4.0479 -0.15 -0.03 -0.44 0.05
H -2.1665 5.9183 -5.6382 0.18 -0.63 0.11 0.11
C -0.0514 0.7239 0.7724 -0.99 -0.80 -0.28 -0.13
H 3.2038 -2.6291 -1.0070 -0.36 0.26 0.21 0.06
N 0.3311 -4.7814 -4.4740 -0.78 1.02 1.24 0.04
N -2.1491 1.9699 3.3806 1.75 -0.53 -3.28 0.21
H -2.7874 -5.4366 3.5346 0.70 0.28 0.24 0.06
H -0.8471 -1.8090 0.8982 -0.52 -0.91 1.02 0.05
H -4.8299 3.0086 -1.0083 0.12 0.10 -0.44 0.09
C -0.3164 3.0908 0.4402 0.50 -0.50 0.65 -0.08
H -0.1604 -4.1706 3.8125 0.14 0.46 0.24 0.06
C -4.6986 3.6503 0.9555 0.60 -0.88 -0.05 -0.22
N -3.1394 2.6518 5.1391 -2.93 1.59 3.45 0.19
O 0.3225 1.8878 0.0028 -0.42 -0.57 0.36 -0.21
H 1.9328 -4.3647 5.0464 0.37 -0.16 0.48 0.09
N 3.4133 -2.0472 -1.8055 -3.00 0.02 1.80 0.20
H 3.8818 1.9422 3.6997 0.12 0.11 0.03 0.05
H 3.2834 -1.3162 5.3283 -0.08 0.51 0.26 0.07
H -3.9211 4.0347 2.8129 -0.61 0.47 -0.19 0.09
H 2.6929 -1.7529 -2.4493 -0.11 -0.55 -0.08 0.07
H -1.3414 -2.8833 -3.2244 0.40 0.40 -0.36 0.09
O 2.1730 6.6753 1.1086 -0.21 -0.34 0.87 -0.08
H 2.9598 6.8940 -0.6755 -0.30 -0.30 -0.98 0.10
N 5.4000 0.0881 2.5866 3.17 0.29 4.61 0.17
C -1.1585 -4.5966 -4.5319 1.30 -2.28 -0.73 -0.40
H -4.0984 -5.0500 2.8234 -0.68 -0.04 0.06 0.06
H 0.1432 3.4244 1.3706 0.10 0.05 -0.02 0.06
N -2.3258 6.0767 0.7786 -3.61 0.53 -3.45 0.19
H -2.8398 2.5060 2.8750 0.69 -0.34 -0.49 0.05
C 0.5103 -0.6656 0.2726 1.11 2.16 0.27 -0.41
C -3.6903 -3.1209 -2.2601 0.09 0.21 -0.85 -0.09
H 0.0582 -5.5417 -0.2144 -0.06 0.46 0.57 0.05
H 0.8112 -6.7550 5.6510 -0.10 -0.02 0.07 0.08
H 3.6320 3.3233 4.7999 0.20 0.07 0.02 0.08
H 3.6005 2.1510 -0.0259 -0.40 0.10 0.31 0.07
C 1.8356 -4.5125 -0.9295 0.38 -1.37 0.44 -0.32
H -4.0257 -1.8233 2.8935 0.77 0.14 0.58 0.12
H 2.8063 -4.8898 -1.2514 -0.09 0.23 -0.83 0.12
N -1.0333 5.3499 2.2794 1.43 -2.20 2.69 0.18
H -1.2640 -6.6736 -5.3941 0.96 0.10 0.36 0.08
H -3.4073 4.0448 -0.8332 -0.15 0.15 0.21 0.07
C -1.2868 6.3437 1.4759 2.38 2.07 1.79 -0.77
H -1.0037 -1.3176 -1.0899 -0.07 0.00 -0.19 0.08
H -1.9783 -3.2252 3.1916 0.58 0.24 -0.79 0.11
H -1.1297 0.6276 0.6452 -0.50 -0.04 0.06 0.11
C -3.6845 -2.4547 2.0731 0.33 -0.03 0.44 -0.14
C 4.6618 -1.9644 -2.1477 1.94 0.15 1.27 -0.80
H -5.3336 4.5278 0.8334 0.70 0.66 0.25 0.12
H 5.9816 0.7320 3.1035 0.18 -0.58 0.20 0.13
H 0.8517 -2.1001 5.4450 0.04 -0.28 0.38 0.09
C 0.0132 -0.9269 -1.1277 1.28 -0.14 -0.22 -0.02
C -1.5840 -6.0634 -4.5495 -3.04 0.39 -0.68 -0.08
C 3.9703 5.3046 0.2755 -0.07 -0.23 0.22 -0.07
H 3.8767 4.7064 1.1819 -0.28 -0.17 -0.07 0.04
C -1.8472 4.4904 -3.8271 0.96 -0.08 -0.90 -0.08
H -1.5306 -4.3472 -2.4420 -0.26 -0.67 0.20 0.12
H 4.8142 5.9624 0.4835 -0.29 0.52 0.03 0.07
H -1.6938 4.5867 2.3169 0.68 -0.01 0.31 0.07
H 1.2581 -4.0242 -1.7143 0.21 -0.05 -0.21 0.10
H 1.4827 0.5033 -5.9280 0.54 1.17 0.93 0.13
C -3.0847 0.1477 -3.4984 -2.22 -0.22 0.56 -0.09
O 0.5998 -5.8207 5.5877 0.35 -0.17 -0.52 -0.06
N 4.6692 1.7585 -1.8283 2.96 -0.46 -2.05 0.18
C -2.1707 1.9317 4.6713 1.74 -1.81 0.97 -0.75
C 0.7152 -4.6972 3.4327 -1.81 -0.44 -0.25 -0.09
C -3.9356 -0.5207 0.6418 1.00 0.64 0.06 -0.09
H -3.5616 3.4250 4.6453 0.19 -0.43 0.52 0.10
N 2.9185 2.0317 -0.7612 -3.64 0.80 3.18 0.20
C -3.9995 3.2670 -0.3511 -1.11 -0.31 -0.11 -0.07
N 0.8722 -1.5657 -6.3026 -2.34 -2.22 -5.33 0.19
H -3.0560 -2.2420 -2.1451 -0.44 0.29 1.13 0.06
H 0.8476 -0.4719 5.9651 0.62 0.53 -0.13 0.11
H 2.0468 0.3297 -4.1835 0.29 1.15 0.06 0.06
H -2.6893 5.1355 0.8250 -0.46 0.70 -0.47 0.06
H 1.4853 -3.0023 0.2730 -0.93 0.20 0.38 0.02
H 5.3580 -0.8950 2.8145 0.19 0.54 0.12 0.12
C 4.8972 0.5761 1.5001 -0.27 -1.29 -0.09 -0.78
H 0.0794 0.7950 1.8522 0.66 0.44 0.13 0.09
O -3.1969 -3.6352 -3.4956 -0.18 -1.30 0.06 -0.16
H -3.4892 0.0394 -0.1799 0.34 -0.81 -0.53 0.05
H -1.0946 0.5773 -3.9947 0.26 0.04 0.05 0.11
C -2.7336 -3.6350 2.5209 -0.49 -0.88 0.08 -0.39
H 2.2636 -5.9035 4.2528 -0.03 -0.32 0.32 0.12
C 1.0761 -1.0915 5.0979 0.87 -1.42 0.41 -0.31
H -0.8753 4.1334 -4.1676 -0.19 -0.67 -0.56 0.07
H 4.3596 4.6596 -0.5123 -0.46 -0.09 -0.25 0.06
H -1.1863 1.8336 3.1074 -0.30 -0.03 -1.20 0.10
O 2.7705 1.4818 -2.9851 -0.83 -0.33 -0.09 -0.02
C -1.7970 -3.8611 -3.3805 0.61 0.89 0.56 -0.21
C 1.1258 -5.7094 -0.3566 -1.25 -0.85 -0.49 -0.08
H -1.5311 -1.1070 -4.2478 0.04 -0.14 0.11 0.10
O 1.2379 3.9685 3.5405 -0.89 1.45 -0.02 -0.08
H 1.2210 6.7408 1.0035 -0.35 0.55 0.39 0.03
H -3.6954 -3.8094 -1.4150 0.87 -0.26 0.03 0.08
H 5.1420 1.4532 -2.6670 0.61 0.14 0.60 0.12
H 1.3717 4.4706 4.3477 0.14 0.08 0.15 0.10
H -1.3747 2.9420 0.6543 -0.21 -0.24 -0.18 0.06
H -1.4121 0.5588 -6.0267 -0.17 -0.01 -0.42 0.07
H 0.6717 -2.5465 -6.4370 0.08 0.25 0.02 0.12
H -0.1778 5.3555 2.8162 -0.22 -0.36 -0.09 0.10
C 1.9251 2.7767 3.6145 1.11 -1.34 0.08 -0.34
H -2.6651 6.8652 0.2465 -0.45 -0.67 -0.28 0.13
H -2.6598 3.7660 -3.8819 0.13 -0.10 -0.79 0.06
O 2.1749 -3.6510 0.1137 0.81 0.88 0.75 -0.12
H -3.3232 2.4847 6.1181 -0.32 0.62 -0.07 0.13
H 0.7233 -1.6683 -1.4939 -0.54 -0.37 -0.53 0.06
N 4.1202 -0.3407 1.0203 -3.44 -1.74 -3.45 0.20
C -2.2974 -4.4827 1.3277 0.96 1.01 -0.68 -0.08
C 1.4214 -1.2226 -5.2039 0.27 -3.34 3.93 -0.79
H 5.0587 1.9863 -0.9247 0.86 -0.39 -0.49 0.08
H 1.2280 -4.0339 2.7362 0.37 -0.26 0.15 0.07
H 0.7341 -3.9134 -4.1511 0.64 0.26 -0.39 0.01
H 3.7584 3.6046 3.0301 0.44 -0.08 0.17 0.06
N 4.8375 -1.6103 -3.3810 0.99 1.20 -3.95 0.17
O -3.0392 -1.5999 1.0682 -2.25 0.30 0.15 -0.20
O -3.6388 3.7052 1.9566 -0.58 0.62 -0.47 -0.16
H 1.8123 2.3091 2.6364 -0.44 -0.36 0.10 0.11
H -4.0344 0.3339 1.3111 0.29 -0.37 1.26 0.06
H -3.3873 2.3666 -0.2995 -0.01 0.04 0.42 0.06
H -5.4242 2.9039 1.2786 0.21 -0.45 -0.14 0.11
H 1.0644 -6.5449 -1.0539 0.56 -0.10 -0.26 0.07
H 1.8713 5.4321 -0.4792 0.29 -0.20 -0.37 0.10
C 3.3606 1.7221 -1.9253 0.83 -0.08 -1.90 -0.73
H -1.5680 6.6114 -4.0804 1.35 -0.29 -0.94 0.10
H 4.0478 -1.3199 -3.9397 0.49 -0.30 -0.35 0.09
H -1.7433 -3.8440 0.6399 -0.11 -0.33 -0.58 0.06
H -2.6503 -6.0486 -4.7752 -0.61 -0.02 0.08 0.07
N 1.6586 0.0154 -5.0613 0.73 3.42 -0.32 0.22
H -4.6681 -2.8201 1.7781 0.09 -0.52 -1.04 0.11
H -3.1564 -4.9705 0.8669 -0.35 0.58 -0.29 0.08
H 1.5858 -6.0631 0.5661 0.01 0.17 -0.03 0.07
H -1.6760 -5.3529 1.5388 0.35 0.35 0.64 0.06
H 0.1137 -0.0715 -1.7958 -0.21 0.13 0.12 0.09
H -3.8686 -0.5525 -3.7871 -0.11 -0.17 -0.24 0.08
H -3.0264 -0.0121 -2.4218 0.67 0.18 0.01 0.05
H 2.7999 -0.4242 3.8312 -0.05 0.22 0.22 0.05
O -1.3768 1.2501 5.3284 -0.15 0.17 0.45 0.03
O -2.2251 0.2036 -5.6600 0.16 0.31 -0.75 -0.05
H -1.6466 4.4875 -2.7557 -0.28 1.24 0.26 0.05
H 0.8283 -0.9814 -7.1252 -0.02 -0.16 0.23 0.12
H -3.5286 1.1238 -3.6940 0.26 0.24 0.10 0.08
C -1.8959 -0.0829 -4.3265 1.13 -0.06 0.56 -0.35
O -0.6483 7.3934 1.4753 0.24 0.33 -0.62 0.03
H 3.6985 -0.1575 0.1210 0.06 -0.48 -0.08 0.08
H 0.6019 -4.9552 -5.4313 0.40 0.04 0.06 0.06
O 1.5870 -2.0800 -4.3144 0.55 0.19 0.66 -0.02
H -4.7521 -2.8860 -2.3346 0.10 0.42 -0.61 0.09
H -4.9750 -0.7105 0.3738 0.12 -1.13 -0.09 0.09
H -1.5805 -6.5510 -3.5746 0.84 0.00 -0.10 0.08
H -1.3341 -4.1285 -5.5005 -0.88 0.24 0.09 0.13
C 2.6576 6.0535 -0.0507 1.69 0.40 0.21 -0.30
N 0.1503 -1.8171 1.0572 -0.66 0.17 -0.71 0.09
C 1.4684 -5.2471 4.6061 0.43 1.11 -0.06 -0.32
C 3.4180 2.9225 3.8091 -0.28 0.39 -0.13 -0.06
H -0.2153 3.8901 -0.2940 0.18 -0.28 -0.22 0.09
O 5.6310 -2.1344 -1.4258 0.67 -0.88 1.28 0.01
H 1.5970 -0.6207 0.3445 0.17 0.36 -0.54 0.11
H -3.1942 6.9627 -3.4518 -0.69 -0.01 0.00 0.07
O 5.1038 1.6719 1.0570 0.38 2.86 -0.89 0.03
H 0.2219 -5.5020 2.8877 0.36 -0.21 -0.42 0.06
C 2.5264 -1.1933 4.5536 -0.53 -0.30 0.26 -0.06
H 4.0923 -1.2837 1.3809 -0.03 0.30 -0.38 0.12
O 0.1704 -0.8411 4.0718 -0.20 0.37 -0.95 -0.10
O -3.4213 6.2218 -4.0185 -1.36 0.58 -0.11 -0.11
H -0.4050 -0.1500 4.4077 -0.62 0.46 0.01 0.03
H 5.7943 -1.6924 -3.6938 -0.43 0.45 -0.37 0.12
H 0.4105 -1.8140 2.0331 -0.31 0.50 0.25 0.07
N -3.3805 -4.6307 3.3969 -1.67 0.63 0.40 0.02
```
Forces are in eV/Å.